No. 1
{
  "formula": "C38H63BF6N7O4PPbSi",
  "method": "ωB97M-V/def2-TZVPD",
  "symbols": ["Pb", "C", "C", "C", "C", "C", "C", "C", "C", "C", "N", "N", "B", "N", "N", "C", "C", "C", "C", "C", "C", "C", "C", "C", "N", "N", "C", "C", "C", "C", "C", "C", "C", "C", "C", "H", "H", "H", "H", "H", "H", "H", "H", "H", "H", "H", "H", "H", "H", "H", "H", "H", "H", "H", "H", "H", "H", "H", "H", "H", "H", "H", "H", "H", "H", "H", "H", "H", "H", "H", "H", "H", "H", "H", "H", "H", "H", "H", "H", "H", "H", "O", "H", "H", "N", "C", "H", "F", "P", "F", "F", "F", "F", "F", "C", "Si", "C", "C", "O", "H", "H", "H", "H", "H", "H", "H", "H", "H", "O", "C", "O", "C", "C", "C", "C", "C", "C", "H", "H", "H", "H", "H"],
  "xyz": [[-0.66003, -0.50879, -0.49972], [-2.48722, -5.30545, 0.16002], [-2.27704, -3.81014, -0.04958], [-3.57360, -3.15448, -0.54741], [-1.71408, -3.15572, 1.19114], [-1.65283, -3.67549, 2.47867], [-1.02519, -2.72850, 3.28468], [-0.85366, -2.98123, 4.77574], [-2.23865, -3.07423, 5.43896], [0.03876, -2.05876, 5.60097], [-0.68790, -1.68818, 2.49349], [-1.15195, -1.94103, 1.23048], [0.10450, -0.38212, 2.74831], [-0.74981, 0.84790, 2.36487], [-0.79485, 1.27349, 1.07027], [-1.39632, 2.46889, 1.04840], [-1.77075, 2.80681, 2.35341], [-1.33937, 1.75917, 3.15931], [-1.54239, 1.56913, 4.63559], [-1.72766, 2.90745, 5.34986], [-2.77215, 0.66772, 4.84117], [-1.49418, 3.30355, -0.19994], [-2.94844, 3.54560, -0.62538], [-0.78112, 4.64253, 0.02011], [1.42840, -0.28467, 1.91763], [1.45498, -0.35412, 0.54329], [2.72162, -0.17916, 0.13795], [3.51099, 0.02219, 1.27409], [2.67176, -0.03409, 2.37119], [3.17697, 0.15818, 3.78423], [3.54370, -1.20566, 4.39535], [2.28720, 0.98814, 4.72689], [3.33502, -0.04248, -1.25796], [2.68773, -0.82518, -2.43422], [3.46306, 1.46509, -1.56088], [-2.72201, -5.77024, -0.79819], [-3.32256, -5.49320, 0.84039], [-1.59426, -5.78794, 0.56756], [-1.54667, -3.68271, -0.85124], [-4.32885, -3.12829, 0.24271], [-3.95809, -3.72424, -1.39494], [-3.39563, -2.13872, -0.89061], [-2.04359, -4.62828, 2.80382], [-0.41941, -3.97978, 4.82414], [-2.73259, -2.09923, 5.44904], [-2.12395, -3.40840, 6.47406], [-2.88722, -3.78173, 4.92254], [-0.40062, -1.06181, 5.70346], [1.03418, -1.97242, 5.17404], [0.13906, -2.48230, 6.60231], [0.38040, -0.32891, 3.89709], [-2.27993, 3.70777, 2.66930], [-0.66275, 1.06834, 5.04634], [-2.66118, 3.38633, 5.03743], [-0.89943, 3.58901, 5.13756], [-1.77732, 2.75028, 6.42914], [-3.67220, 1.18278, 4.49288], [-2.90206, 0.43118, 5.90101], [-2.67154, -0.26199, 4.27376], [-0.97254, 2.76181, -0.98811], [-3.54328, 3.90643, 0.21968], [-3.41019, 2.63700, -1.02396], [-2.98882, 4.30196, -1.41290], [-1.30194, 5.23321, 0.77922], [-0.77635, 5.21484, -0.91136], [0.25168, 4.49652, 0.34619], [4.57914, 0.20377, 1.30087], [4.10425, 0.71070, 3.65570], [2.69202, -1.88397, 4.35393], [3.85496, -1.08584, 5.43627], [4.36534, -1.66718, 3.84297], [1.56874, 0.35968, 5.25810], [1.74152, 1.76635, 4.18197], [2.91586, 1.47646, 5.47487], [4.34268, -0.43538, -1.13988], [1.41383, 0.51708, -3.42907], [1.82205, -1.38062, -2.11762], [3.39592, -1.54090, -2.83804], [2.47772, 1.93478, -1.63429], [4.00775, 1.63696, -2.49015], [4.01230, 1.94794, -0.75597], [-3.31084, -0.02158, -0.00768], [-3.51973, 0.07936, -0.94920], [-3.42081, 0.85842, 0.38323], [1.32531, -4.06106, -0.79562], [0.84835, -3.03224, -0.57179], [1.64816, -4.95365, -1.11551], [-0.31140, -1.84626, -2.82342], [-0.69591, -2.98793, -4.01734], [-0.85919, -1.75469, -5.03843], [-1.02087, -4.03217, -5.15754], [-2.23160, -2.85806, -3.58063], [0.89853, -3.05426, -4.34072], [-0.50022, -4.17133, -2.93414], [4.93617, -0.07914, -4.71554], [3.16299, 0.24570, -5.12348], [2.81318, 2.03353, -5.41770], [2.47725, -0.86104, -6.40599], [2.30213, 0.01965, -3.57616], [5.52391, 0.07173, -5.63057], [5.11254, -1.11108, -4.39144], [5.33943, 0.59654, -3.95678], [3.17385, 2.31355, -6.41742], [3.30322, 2.69080, -4.69270], [1.73687, 2.23717, -5.39306], [3.01070, -0.72213, -7.35344], [1.41732, -0.65229, -6.57206], [2.55194, -1.91170, -6.11718], [-2.05409, 0.66814, -2.28613], [-1.00024, 1.22334, -2.67883], [0.15408, 0.94992, -2.17532], [-1.12071, 2.33616, -3.67559], [-0.28079, 3.43976, -3.55957], [-0.47723, 4.53633, -4.38895], [-1.50103, 4.52008, -5.33034], [-2.31569, 3.39944, -5.46197], [-2.13524, 2.30577, -4.62756], [0.50972, 3.44446, -2.81411], [0.16649, 5.40407, -4.29494], [-1.66699, 5.38588, -5.96177], [-3.10655, 3.38513, -6.20275], [-2.77291, 1.43223, -4.71291]],
  "lowdin_charge": [1.615, -0.061, -0.368, -0.042, -0.244, 0.041, -0.149, -0.323, -0.048, -0.059, 0.079, -0.037, -0.499, 0.059, 0.014, -0.251, 0.058, -0.180, -0.351, -0.058, -0.041, -0.355, -0.036, -0.047, 0.076, -0.008, -0.228, 0.031, -0.177, -0.327, -0.041, -0.054, -0.225, -0.078, -0.022, 0.089, 0.088, 0.083, 0.081, 0.096, 0.090, 0.041, 0.124, 0.142, 0.064, 0.089, 0.078, 0.068, 0.044, 0.094, 0.082, 0.123, 0.103, 0.083, 0.087, 0.087, 0.093, 0.089, 0.067, 0.087, 0.089, 0.067, 0.087, 0.086, 0.077, 0.088, 0.130, 0.131, 0.060, 0.091, 0.085, 0.052, 0.088, 0.088, 0.140, 0.154, 0.060, 0.129, 0.080, 0.058, 0.091, -0.100, 0.040, 0.050, 0.178, -0.042, 0.110, -0.292, 0.170, -0.149, -0.108, -0.132, -0.167, -0.163, -0.138, 0.519, -0.132, -0.134, -0.133, 0.057, 0.049, 0.040, 0.056, 0.045, 0.036, 0.055, 0.050, 0.045, -0.038, -0.597, -0.149, -0.148, -0.049, -0.066, -0.062, -0.052, 0.001, 0.116, 0.111, 0.111, 0.113, 0.130],
  "e_homo_ev": [-11.276, -11.460],
  "homo_lumo_gap_ev": [9.38, 6.15],
  "total_charge": 1,
  "multiplicity": 2,
  "e_lumo_ev": [-1.8948, -5.3107],
  "relative_energy_kcal_mol": 0.0
}

No. 2
{
  "formula": "CHNO2S",
  "method": "ωB97M-V/def2-TZVPD",
  "symbols": ["C", "N", "O", "O", "S", "H"],
  "xyz": [[0.29066, -0.37480, 0.31545], [-0.08220, 0.81931, -0.20346], [0.57240, 0.73396, -1.23436], [-0.83924, 1.65685, 0.20187], [1.41033, -1.13642, 1.10550], [-1.35195, -1.69890, -0.18501]],
  "nbo_charge": [-0.066, 0.410, -0.326, -0.307, 0.251, 0.039],
  "e_homo_ev": [-10.223, -9.226],
  "homo_lumo_gap_ev": [8.07, 7.79],
  "e_lumo_ev": [-2.1564, -1.4378],
  "relative_energy_kcal_mol": 166.8
}

No. 3
{
  "formula": "C5H11N3",
  "method": "ωB97M-V/def2-TZVPD",
  "symbols": ["C", "C", "N", "C", "C", "N", "C", "N", "H", "H", "H", "H", "H", "H", "H", "H", "H", "H", "H"],
  "xyz": [[1.62742, -0.33310, 0.83846], [-0.12729, 1.10329, 1.99350], [0.15783, -0.04536, -1.61292], [-0.24015, 0.70003, -0.44908], [0.41929, 0.55002, 0.70635], [-1.50358, 1.24638, -0.59902], [-0.24002, -1.31698, -1.61547], [0.26293, -2.39706, -1.95643], [0.88774, 0.25724, -2.24346], [-2.24168, 0.83200, -0.03309], [-1.94347, 1.77989, -1.33167], [-0.55423, -3.03941, -2.07805], [-1.51014, -1.39782, -1.31418], [1.37608, -1.24118, 1.39064], [2.40488, 0.18007, 1.40722], [2.04711, -0.61117, -0.12358], [-0.73845, 0.35258, 2.50033], [-0.75968, 1.97904, 1.85317], [0.67542, 1.40152, 2.66730]],
  "nbo_charge": [-0.639, -0.644, -0.678, 0.291, -0.003, -0.875, 0.344, -0.706, 0.405, 0.378, 0.398, 0.350, 0.060, 0.220, 0.214, 0.229, 0.215, 0.230, 0.213],
  "smiles": "[H]/N=C/NC(N)=C(C)C",
  "e_homo_ev": -8.422,
  "homo_lumo_gap_ev": 9.32,
  "e_lumo_ev": 0.9009,
  "relative_energy_kcal_mol": 48.4
}

No. 4
{
  "formula": "C33H50Cl10F2N3O",
  "method": "ωB97M-V/def2-TZVPD",
  "symbols": ["C", "C", "C", "C", "C", "C", "C", "F", "C", "C", "C", "C", "C", "C", "O", "C", "N", "C", "N", "C", "F", "C", "C", "N", "C", "C", "C", "C", "C", "C", "C", "C", "C", "C", "H", "H", "H", "H", "H", "H", "H", "H", "H", "H", "H", "H", "H", "H", "H", "H", "H", "H", "H", "H", "H", "H", "H", "H", "H", "H", "H", "H", "H", "H", "H", "H", "H", "H", "H", "H", "H", "H", "H", "H", "C", "Cl", "Cl", "H", "H", "C", "Cl", "Cl", "H", "H", "C", "Cl", "Cl", "H", "H", "C", "Cl", "Cl", "H", "H", "C", "Cl", "Cl", "H", "H"],
  "xyz": [[1.91133, -1.13773, 4.62092], [2.23437, -0.39255, 3.73965], [2.56492, 0.45031, 2.58140], [1.97509, 0.02094, 1.21201], [2.94903, 0.52662, 0.09951], [4.07362, -0.40658, -0.34046], [5.26934, -0.51547, 0.59048], [4.56369, 0.13629, -1.54330], [1.53214, -1.44360, 1.10676], [2.53850, -2.54416, 1.47867], [1.92907, -3.72677, 2.24303], [0.88053, -4.53672, 1.41770], [-0.54114, -4.46330, 2.03474], [-1.42447, -3.39510, 1.38288], [-2.76108, -3.85988, 1.29307], [-3.47848, -3.00863, 0.41098], [1.01166, -1.73277, -0.24845], [0.13292, -0.80869, -0.72207], [-0.49412, -1.11049, -1.85285], [-0.26163, -2.33763, -2.59571], [-1.33074, -2.43801, -3.45748], [1.01865, -2.26883, -3.44964], [1.72710, -3.64879, -3.53052], [-0.15009, 0.37006, -0.15070], [0.65232, 0.85447, 0.99517], [-0.21973, 0.81536, 2.19523], [-0.79328, 0.49436, 3.19671], [0.92573, 2.37872, 0.72019], [-0.24650, 3.31666, 0.95045], [0.03317, 4.46987, 1.68217], [-0.91744, 5.44576, 1.94915], [-2.21906, 5.29987, 1.47354], [-2.51568, 4.13669, 0.75863], [-1.55974, 3.16692, 0.48427], [1.56058, -1.85526, 5.32654], [2.29197, 1.47439, 2.84908], [3.65589, 0.46406, 2.50761], [3.42764, 1.44225, 0.44897], [2.35254, 0.71655, -0.79722], [3.73642, -1.41072, -0.61538], [5.02036, -0.89122, 1.58050], [5.72231, 0.47748, 0.67584], [6.02293, -1.13461, 0.10107], [0.68429, -1.56796, 1.78788], [3.33908, -2.13189, 2.09665], [3.04324, -2.97082, 0.60337], [1.55921, -3.45304, 3.22918], [2.75844, -4.41732, 2.41044], [0.90033, -4.23442, 0.36830], [1.18323, -5.58536, 1.45080], [-0.43677, -4.26176, 3.10278], [-1.01284, -5.44100, 1.92747], [-1.06348, -3.23991, 0.35500], [-1.40206, -2.45123, 1.94817], [-3.30807, -1.95683, 0.67819], [-3.13887, -3.20855, -0.61401], [-4.54551, -3.20538, 0.49972], [1.75162, -1.93163, -0.91427], [-1.13428, -0.43600, -2.25481], [-0.24777, -3.20930, -1.93815], [0.70853, -1.93592, -4.44239], [1.71242, -1.50998, -3.07607], [2.78155, -3.52968, -3.27655], [1.64365, -4.04226, -4.54138], [1.31582, -4.35896, -2.81029], [-0.33137, 1.08173, -0.85257], [-1.28203, 0.17868, 4.09048], [1.80257, 2.73031, 1.25642], [1.17626, 2.45482, -0.34594], [1.04424, 4.62382, 2.05039], [-0.61116, 6.32576, 2.50228], [-2.88271, 6.10779, 1.70714], [-3.51572, 3.99574, 0.38097], [-1.86190, 2.29951, -0.08725], [5.33695, -4.73900, 4.70945], [3.66704, -4.27471, 5.05817], [6.17714, -3.48674, 3.78399], [5.85927, -4.89252, 5.64609], [5.32883, -5.65361, 4.12843], [-1.72749, -2.70027, -6.58774], [-1.77808, -0.95050, -6.31132], [-1.17686, -3.08870, -8.21698], [-1.04503, -3.14384, -5.87342], [-2.72543, -3.09944, -6.44988], [-6.40926, 6.76805, 0.58621], [-4.92437, 5.80997, 0.75401], [-7.73245, 6.09451, 1.54564], [-6.21040, 7.77800, 0.92660], [-6.69735, 6.77049, -0.46280], [-0.28893, 2.99395, -3.36187], [1.26508, 2.17585, -3.16133], [-1.54991, 2.25298, -2.35095], [-0.18580, 4.03298, -3.07025], [-0.59012, 2.91889, -4.40014], [-7.72928, 7.99883, -3.33983], [-6.42392, 6.99895, -2.67416], [-7.67898, 9.64096, -2.69915], [-7.61813, 8.03788, -4.41676], [-8.67825, 7.54799, -3.07444]],
  "lowdin_charge": [0.115, -0.117, -0.110, -0.274, -0.063, -0.359, -0.015, -0.030, -0.209, -0.133, -0.206, -0.167, -0.139, -0.246, -0.177, -0.102, 0.161, -0.300, 0.182, -0.320, 0.009, -0.152, -0.062, 0.183, -0.339, -0.060, 0.181, -0.074, -0.216, -0.043, -0.061, -0.134, -0.119, -0.107, 0.039, 0.130, 0.116, 0.137, 0.089, 0.117, 0.063, 0.099, 0.095, 0.137, 0.096, 0.119, 0.067, 0.078, 0.086, 0.107, 0.110, 0.118, 0.088, 0.117, 0.085, 0.083, 0.092, 0.133, 0.128, 0.139, 0.105, 0.102, 0.074, 0.077, 0.073, 0.030, 0.058, 0.114, 0.086, 0.113, 0.109, 0.028, 0.035, 0.023, -0.997, 0.551, 0.503, 0.029, 0.028, -1.036, 0.497, 0.530, -0.003, 0.031, -1.005, 0.652, 0.517, 0.035, -0.095, -0.904, 0.575, 0.666, 0.044, 0.035, -0.991, 0.560, 0.522, 0.027, 0.030],
  "e_homo_ev": -11.365,
  "homo_lumo_gap_ev": 9.14,
  "total_charge": 1,
  "e_lumo_ev": -2.2219
}

| no. | DFT total energy (Eh) |
| --- | --- |
| 1 | -3617.942218 |
| 2 | -641.824834 |
| 3 | -361.312249 |
| 4 | -6328.206115 |